Density functional theory data (ωB97M-V/def2-TZVPD) for a single C4H6N2OS molecule.

Calculated values
Relative energy (zero: lowest compared OMol25 entry of this formula, charge and spin) ... 2.794 eV
LUMO level ... 0.03042 Ha
E_tot ... -738.90199 Eh
SMILES ... CSOc1ncc[nH]1

Cartesian coordinates (Å):
C1 2.268 1.021 -0.258
S1 2.474 -0.688 0.319
O1 1.108 -1.391 -0.250
C2 -0.153 -0.916 0.159
N1 -0.423 -0.098 1.157
C3 -1.710 0.221 1.035
C4 -2.269 -0.377 -0.003
N2 -1.202 -1.065 -0.612
H1 3.084 1.647 0.219
H2 1.364 1.543 0.082
H3 2.182 1.171 -1.414
H4 -2.262 0.811 1.621
H5 -3.276 -0.399 -0.538
H6 -1.185 -1.480 -1.516

Cartesian forces (eV/Å) of the 3 atoms listed first:
C 0.006 1.362 -1.294
S 0.287 1.341 0.255
O -2.545 -0.100 -0.126

natural (NBO) atomic charge list, values in e, 4 entries: -0.8240 0.5655 -0.6532 0.6163

Density functional theory data (ωB97M-V/def2-TZVPD) for a single C4H6N2OS molecule.

Calculated values
Relative energy (zero: lowest compared OMol25 entry of this formula, charge and spin) ... 1.196 eV
LUMO level ... 0.00721 Ha
E_tot ... -738.96072 Eh
SMILES ... [H]/N=C1/NC(=S)C[C@@H]1O

Cartesian coordinates (Å):
H1 -2.350 1.372 -0.002
N1 -1.441 1.841 -0.108
C1 -0.540 0.971 0.084
N2 0.822 1.218 0.020
C2 1.616 0.138 -0.023
S1 3.255 0.124 -0.058
C3 0.718 -1.105 0.011
C4 -0.696 -0.535 0.405
O1 -1.821 -1.110 -0.201
H2 1.239 2.133 -0.057
H3 0.740 -1.505 -1.007
H4 1.044 -1.858 0.671
H5 -0.821 -0.667 1.477
H6 -1.765 -1.017 -1.210

Cartesian forces (eV/Å) of the 3 atoms listed first:
H 0.242 0.273 -0.033
N 0.211 -0.576 0.098
C -0.768 -0.312 0.213

natural (NBO) atomic charge list, values in e, 4 entries: 0.3574 -0.6407 0.4020 -0.5932

Density functional theory data (ωB97M-V/def2-TZVPD) for a single C4H6N2OS molecule.

Calculated values
Relative energy (zero: lowest compared OMol25 entry of this formula, charge and spin) ... 6.319 eV
LUMO level ... 0.02422 Ha
E_tot ... -738.77247 Eh
SMILES ... C=NS[C@H]1CNC1=O

Cartesian coordinates (Å):
C1 3.101 -0.481 -0.040
N1 1.860 -0.159 -0.073
S1 0.612 -1.219 -0.403
C2 -0.535 -0.236 0.634
C3 -0.941 1.119 0.100
N2 -1.960 0.226 -1.037
C4 -1.860 -0.807 -0.033
O1 -2.645 -1.680 0.267
H1 3.659 0.676 0.137
H2 3.710 -1.461 -0.440
H3 -0.412 -0.061 1.658
H4 -1.595 1.705 1.095
H5 -0.082 1.699 -0.475
H6 -2.912 0.679 -1.392

Cartesian forces (eV/Å) of the 3 atoms listed first:
C 1.548 3.199 -1.220
N 1.947 -1.006 0.236
S 0.012 0.619 1.255

natural (NBO) atomic charge list, values in e, 4 entries: -0.0861 -0.6165 0.4624 -0.4907

Density functional theory data (ωB97M-V/def2-TZVPD) for a single C4H6N2S molecule.

Calculated values
Relative energy (zero: lowest compared OMol25 entry of this formula, charge and spin) ... 2.671 eV
LUMO level ... 0.00469 Ha
E_tot ... -663.63037 Eh
SMILES ... [H]/N=C/N(C=C)C=S

Cartesian coordinates (Å):
H1 0.495 -2.134 1.891
N1 0.424 -1.282 1.387
C1 0.225 -1.360 0.115
N2 -0.045 -0.099 -0.584
C2 -0.035 1.114 0.218
C3 0.303 1.421 1.417
C4 -0.532 -0.067 -1.872
S1 -0.607 -1.183 -2.952
H2 0.314 -2.261 -0.514
H3 -0.559 1.830 -0.360
H4 0.749 0.685 2.119
H5 0.085 2.521 1.496
H6 -0.817 0.816 -2.361

Cartesian forces (eV/Å) of the 3 atoms listed first:
H 0.382 -1.188 -0.112
N -0.833 0.698 -2.395
C 0.451 1.158 1.137

natural (NBO) atomic charge list, values in e, 4 entries: 0.3636 -0.6728 0.2870 -0.4531

Density functional theory data (ωB97M-V/def2-TZVPD) for a single C4H6N2S molecule.

Calculated values
Relative energy (zero: lowest compared OMol25 entry of this formula, charge and spin) ... 4.012 eV
LUMO level (spin up / spin down) ... -0.00801 / -0.00802 Ha
E_tot ... -663.58110 Eh

Cartesian coordinates (Å):
C1 1.893 -0.371 0.017
C2 0.697 0.367 -0.089
C3 0.548 -2.372 0.103
C4 -1.818 0.275 0.047
N1 1.716 -1.812 0.152
N2 -0.456 -0.294 -0.156
S1 -0.375 -3.656 -0.005
H1 2.844 0.055 0.236
H2 0.877 1.533 -0.087
H3 -1.847 0.745 1.072
H4 -2.018 1.105 -0.804
H5 -2.590 -0.443 -0.088
H6 2.445 -2.438 0.270

Cartesian forces (eV/Å) of the 3 atoms listed first:
C -1.612 -0.247 -0.021
C 0.931 0.305 0.299
C -1.179 0.694 -0.181

natural (NBO) atomic charge list, values in e, 4 entries: -0.2771 0.0296 0.2208 -0.4128

Density functional theory data (ωB97M-V/def2-TZVPD) for a single C4H6N2S molecule.

Calculated values
Relative energy (zero: lowest compared OMol25 entry of this formula, charge and spin) ... 2.698 eV
LUMO level (spin up / spin down) ... 0.03743 / -0.04406 Ha
Spin multiplicity ... 3
E_tot ... -663.45359 Eh

Cartesian coordinates (Å):
C1 -0.226 -1.345 -0.666
C2 -0.346 -0.412 0.412
C3 -0.154 2.600 0.528
C4 0.050 0.074 -0.918
N1 -0.894 2.771 -0.385
N2 -1.729 2.265 -1.120
S1 -1.374 0.800 -1.805
H1 0.443 -2.153 -0.603
H2 -1.065 -1.741 -1.132
H3 -1.305 -0.024 0.718
H4 0.478 -0.511 1.170
H5 0.997 0.338 -1.100
H6 0.738 3.027 0.898

Cartesian forces (eV/Å) of the 3 atoms listed first:
C -0.601 -1.779 -0.743
C 0.754 0.724 2.801
C 1.995 -3.052 2.464

natural (NBO) atomic charge list, values in e, 4 entries: -0.4254 -0.4075 0.0268 -0.3935

Density functional theory data (ωB97M-V/def2-TZVPD) for a single C4H6N2S2 molecule.

Calculated values
Relative energy (zero: lowest compared OMol25 entry of this formula, charge and spin) ... 2.225 eV
LUMO level ... -0.02129 Ha
E_tot ... -1061.83439 Eh
SMILES ... [H]/N=C\N1C[C@@H]1C(=S)S

Cartesian coordinates (Å):
H1 -3.281 0.255 0.591
N1 -3.020 0.692 -0.290
C1 -2.022 0.108 -0.802
N2 -1.376 -1.033 -0.315
C2 -1.020 -1.266 1.056
C3 0.026 -1.178 -0.024
C4 1.019 -0.058 -0.015
S1 2.589 -0.372 -0.298
S2 0.408 1.541 0.357
H2 -1.646 0.453 -1.770
H3 -1.244 -2.251 1.460
H4 -1.094 -0.430 1.749
H5 0.459 -2.104 -0.386
H6 1.611 2.119 0.376

Cartesian forces (eV/Å) of the 3 atoms listed first:
H -0.036 -0.006 0.145
N 0.115 -0.112 -0.125
C -0.085 0.168 -0.086

natural (NBO) atomic charge list, values in e, 4 entries: 0.3278 -0.6442 0.2654 -0.4134

Density functional theory data (ωB97M-V/def2-TZVPD) for a gas-phase ion, C4H6N3 (charge +1).

Calculated values
Relative energy (zero: lowest compared OMol25 entry of this formula, charge and spin) ... 5.873 eV
LUMO level (spin up / spin down) ... -0.28505 / -0.24334 Ha
Net charge ... +1
E_tot ... -319.81578 Eh

Cartesian coordinates (Å):
C1 1.940 0.664 -0.225
C2 1.923 -0.871 0.047
C3 -0.305 1.109 0.265
C4 -2.134 -0.511 -0.182
N1 0.935 1.378 -0.161
N2 -0.942 0.263 -0.418
N3 0.925 -1.467 -0.046
H1 2.834 0.990 -0.611
H2 3.041 -1.133 0.201
H3 -0.784 1.699 1.223
H4 -2.440 -0.654 0.984
H5 -2.896 0.085 -0.630
H6 -2.098 -1.552 -0.448

Cartesian forces (eV/Å) of the 3 atoms listed first:
C -2.437 0.232 0.035
C 5.629 2.215 0.724
C -3.019 0.538 2.433

natural (NBO) atomic charge list, values in e, 4 entries: 0.2113 -0.1149 0.2652 -0.4601

Density functional theory data (ωB97M-V/def2-TZVPD) for a molecular structure, C4H6N3.

Calculated values
Relative energy (zero: lowest compared OMol25 entry of this formula, charge and spin) ... 4.915 eV
LUMO level (spin up / spin down) ... -0.21067 / -0.21074 Ha
Net charge ... +1
E_tot ... -319.85099 Eh

Cartesian coordinates (Å):
C1 0.748 -1.297 1.550
C2 -0.443 -0.833 1.094
C3 -2.513 0.339 0.519
C4 2.220 -0.691 -0.252
N1 1.844 -1.173 0.810
N2 -1.425 -0.289 0.666
N3 2.288 -0.186 -1.324
H1 0.819 -1.573 2.629
H2 -3.232 0.226 1.285
H3 -2.416 1.089 -0.344
H4 -0.237 2.034 -2.381
H5 -0.633 2.661 -2.139
H6 2.979 -0.306 -2.112

Cartesian forces (eV/Å) of the 3 atoms listed first:
C -1.114 1.118 0.329
C 0.825 -0.723 0.172
C 1.981 1.501 -2.368

natural (NBO) atomic charge list, values in e, 4 entries: 0.0550 0.3435 -0.0323 0.7446

Density functional theory data (ωB97M-V/def2-TZVPD) for a gas-phase ion, C4H6N3O2 (charge -1).

Calculated values
Relative energy (zero: lowest compared OMol25 entry of this formula, charge and spin) ... 4.317 eV
LUMO level (spin up / spin down) ... 0.13427 / 0.13418 Ha
Net charge ... -1
E_tot ... -470.66851 Eh

Cartesian coordinates (Å):
C1 1.296 -1.555 0.309
C2 0.619 2.307 -0.219
C3 -0.048 -1.073 0.956
C4 -1.316 0.079 -0.781
N1 2.199 -0.821 -0.068
N2 0.673 0.907 0.385
N3 -0.312 0.098 0.277
O1 0.574 3.043 0.731
O2 0.600 2.479 -1.463
H1 1.186 -2.587 0.318
H2 -0.896 -1.838 0.743
H3 0.120 -1.081 2.040
H4 -2.367 0.345 -0.338
H5 -1.110 0.727 -1.675
H6 -1.220 -1.029 -1.217

Cartesian forces (eV/Å) of the 3 atoms listed first:
C 0.840 1.103 -0.020
C -0.472 -1.061 -2.539
C -2.156 -2.387 -0.019

natural (NBO) atomic charge list, values in e, 4 entries: -0.0731 0.8394 -0.2844 -0.4597

Density functional theory data (ωB97M-V/def2-TZVPD) for a gas-phase ion, C4H6N3O2 (charge -1).

Calculated values
Relative energy (zero: lowest compared OMol25 entry of this formula, charge and spin) ... 0.000 eV
LUMO level ... 0.14522 Ha
Net charge ... -1
E_tot ... -470.82717 Eh
SMILES ... Cn1nc([O-])n(C)c1=O

Cartesian coordinates (Å):
C1 -1.144 1.628 -1.649
N1 -0.235 0.778 -0.890
N2 1.131 0.967 -0.832
C2 1.520 0.042 0.143
O1 2.698 -0.186 0.407
N3 0.444 -0.603 0.711
C3 0.500 -1.711 1.633
C4 -0.638 -0.102 0.079
O2 -1.799 -0.388 0.344
H1 -2.141 1.175 -1.799
H2 -0.699 1.742 -2.680
H3 -1.201 2.638 -1.151
H4 0.367 -1.293 2.629
H5 -0.282 -2.478 1.421
H6 1.477 -2.209 1.634

Cartesian forces (eV/Å) of the 3 atoms listed first:
C 1.178 0.275 -0.311
N -1.758 -1.201 1.009
N 1.147 -1.356 1.532

natural (NBO) atomic charge list, values in e, 4 entries: -0.4016 -0.2860 -0.5262 0.6697

Density functional theory data (ωB97M-V/def2-TZVPD) for a gas-phase ion, C4H6N3O2 (charge +1).

Calculated values
Relative energy (zero: lowest compared OMol25 entry of this formula, charge and spin) ... 7.820 eV
LUMO level ... -0.21221 Ha
Net charge ... +1
E_tot ... -470.27719 Eh
SMILES ... C=[N+]1CCN=C1[N+](=O)[O-]

Cartesian coordinates (Å):
C1 -0.643 1.873 0.151
N1 -0.655 0.612 0.203
C2 0.396 -0.362 0.254
C3 -0.227 -1.694 -0.174
N2 -1.595 -1.518 -0.291
C4 -2.111 -0.404 -0.257
N3 -3.380 0.203 -0.096
O1 -4.083 -0.650 0.458
O2 -3.621 1.297 -0.533
H1 0.082 2.622 0.421
H2 -1.591 2.391 -0.106
H3 0.621 -0.551 1.303
H4 1.238 -0.147 -0.218
H5 0.141 -2.238 -1.084
H6 -0.091 -2.394 0.673

Cartesian forces (eV/Å) of the 3 atoms listed first:
C -1.985 1.092 0.162
N -1.546 0.278 -1.940
C -3.041 -1.455 3.282

natural (NBO) atomic charge list, values in e, 4 entries: 0.1052 -0.3068 -0.2714 -0.2593

Density functional theory data (ωB97M-V/def2-TZVPD) for a gas-phase ion, C4H6N3O2 (charge +1).

Calculated values
Relative energy (zero: lowest compared OMol25 entry of this formula, charge and spin) ... 6.540 eV
LUMO level ... -0.15151 Ha
Net charge ... +1
E_tot ... -470.32422 Eh
SMILES ... C=NC(=O)NC1=[N+](C)O1

Cartesian coordinates (Å):
C1 -1.437 -2.081 -1.360
N1 -1.503 -1.136 -0.598
C2 -1.379 -0.219 0.294
O1 -1.504 -0.077 1.435
N2 -1.014 1.074 -0.476
C3 0.286 1.186 -0.402
N3 1.460 0.596 -0.014
C4 1.972 0.526 1.332
O2 1.286 1.946 -0.660
H1 -2.296 -2.324 -1.975
H2 -0.547 -2.744 -1.556
H3 -1.594 1.910 -0.883
H4 2.999 -0.004 1.166
H5 1.926 1.541 1.763
H6 1.345 -0.193 1.935

Cartesian forces (eV/Å) of the 3 atoms listed first:
C 0.707 -2.604 -2.108
N -0.337 0.662 1.285
C -0.496 1.257 -2.531

natural (NBO) atomic charge list, values in e, 4 entries: 0.1376 -0.4412 0.7831 -0.4818

Density functional theory data (ωB97M-V/def2-TZVPD) for a molecular structure, C4H6N3O4P.

Calculated values
Relative energy (zero: lowest compared OMol25 entry of this formula, charge and spin) ... 0.000 eV
LUMO level ... 0.23284 Ha
Net charge ... -2
E_tot ... -962.70384 Eh

Cartesian coordinates (Å):
C1 2.746 1.146 -0.490
C2 1.137 0.214 0.364
C3 -1.113 -1.006 -0.620
C4 0.112 -0.943 0.576
N1 2.287 -0.079 -0.222
N2 2.003 2.100 0.000
N3 0.952 1.502 0.592
O1 -2.799 -0.046 1.400
O2 -1.894 1.656 -0.105
O3 -3.587 0.049 -1.097
O4 0.802 -2.169 0.744
P1 -2.497 0.134 -0.070
H1 3.695 1.153 -1.062
H2 -1.413 -1.951 -0.496
H3 -0.658 -0.671 -1.685
H4 -0.327 -0.909 1.581
H5 -1.070 1.774 0.320
H6 1.626 -1.955 0.269

Cartesian forces (eV/Å) of the 3 atoms listed first:
C 1.811 -0.986 -0.407
C -1.868 -1.915 0.848
C 3.949 5.377 0.716

natural (NBO) atomic charge list, values in e, 4 entries: 0.0669 0.2342 -0.8007 0.0786

Density functional theory data (ωB97M-V/def2-TZVPD) for 2 unconnected molecules or ions with the total composition C4H6N3O7S.

Calculated values
Relative energy (zero: lowest compared OMol25 entry of this formula, charge and spin) ... 0.000 eV
LUMO level (spin up / spin down) ... 0.11263 / 0.11263 Ha
Net charge ... -1
E_tot ... -1245.14190 Eh

Cartesian coordinates (Å):
C1 -2.437 0.294 -0.577
C2 1.618 1.150 1.546
C3 -3.457 1.348 -0.487
C4 0.153 -0.958 -0.049
N1 1.066 -1.957 -0.021
N2 2.621 0.740 0.984
N3 -0.875 -0.873 0.776
O1 3.554 -1.173 -0.251
O2 -2.179 -0.402 -1.523
O3 0.803 1.577 2.249
O4 -1.877 0.131 0.572
O5 -1.065 -1.771 1.621
O6 2.361 0.517 -1.589
O7 4.486 1.087 -0.691
S1 3.337 0.225 -0.552
H1 -3.710 1.638 0.577
H2 -3.104 2.054 -1.280
H3 -4.436 0.911 -0.757
H4 0.217 -0.168 -0.877
H5 2.076 -1.743 -0.255
H6 0.846 -2.625 0.587

Cartesian forces (eV/Å) of the 3 atoms listed first:
C -0.452 -1.969 -1.416
C 3.242 -1.041 -1.585
C -1.513 0.417 0.074

natural (NBO) atomic charge list, values in e, 4 entries: 0.7711 0.8635 -0.7269 0.2133

Density functional theory data (ωB97M-V/def2-TZVPD) for a molecular structure, C4H6N4.

Calculated values
Relative energy (zero: lowest compared OMol25 entry of this formula, charge and spin) ... 7.895 eV
LUMO level ... 0.00943 Ha
E_tot ... -374.77124 Eh

Cartesian coordinates (Å):
C1 1.600 -0.040 -0.260
C2 -0.958 0.565 -0.385
C3 -2.301 -0.219 -0.447
C4 -3.448 -0.770 -0.074
H1 2.045 -1.422 1.174
H2 3.312 -0.808 0.165
H3 2.990 1.631 0.260
H4 -0.023 -1.414 -0.179
H5 -1.998 1.942 0.095
H6 -4.643 -0.878 0.415
N1 2.232 -1.227 0.047
N2 1.979 1.209 -0.426
N3 0.240 -0.298 -0.646
N4 -1.028 1.730 0.261

Cartesian forces (eV/Å) of the 3 atoms listed first:
C -1.821 4.426 -1.150
C 0.156 -0.136 2.776
C -5.622 -2.578 2.296

natural (NBO) atomic charge list, values in e, 4 entries: 0.5272 0.3863 -0.1365 -0.2490

Density functional theory data (ωB97M-V/def2-TZVPD) for a single C4H6N4 molecule.

Calculated values
Relative energy (zero: lowest compared OMol25 entry of this formula, charge and spin) ... 2.237 eV
LUMO level ... 0.02439 Ha
E_tot ... -374.97917 Eh
SMILES ... [H]/N=C\N1N=CC/C1=N\[H]

Cartesian coordinates (Å):
H1 -1.551 -2.420 -0.980
N1 -0.878 -2.328 -1.765
C1 -0.163 -1.304 -1.575
N2 -0.136 -0.455 -0.421
N3 -0.980 -0.737 0.563
C2 -0.866 0.116 1.532
C3 0.257 1.141 1.263
C4 0.646 0.677 -0.176
N4 1.438 1.256 -0.979
H2 1.821 2.121 -0.673
H3 0.430 -0.895 -2.429
H4 -1.092 -0.168 2.516
H5 1.066 0.808 1.910
H6 0.008 2.189 1.214

Cartesian forces (eV/Å) of the 3 atoms listed first:
H 0.644 -0.338 -0.244
N -0.541 0.750 0.823
C 0.299 0.981 -1.131

natural (NBO) atomic charge list, values in e, 4 entries: 0.3510 -0.6237 0.2713 -0.3118